No. 1
{
  "formula": "C28H28O6",
  "method": "wB97M-V/def2-TZVPD",
  "elements": ["C", "H", "H", "H", "O", "C", "C", "C", "C", "C", "C", "O", "C", "H", "H", "H", "O", "C", "H", "H", "H", "H", "C", "O", "C", "C", "C", "C", "C", "C", "C", "H", "H", "H", "O", "C", "O", "C", "C", "C", "H", "H", "H", "C", "C", "C", "C", "C", "C", "C", "H", "H", "H", "H", "H", "H", "H", "H", "H", "H", "H", "H"],
  "positions_angstrom": [[1.17716, 1.45133, 1.37894], [0.97070, 1.93957, 2.33728], [2.23193, 1.56751, 1.13410], [0.94309, 0.38366, 1.45811], [0.47231, 2.05881, 0.32641], [-0.88695, 2.02046, 0.34994], [-1.63839, 1.41873, 1.34851], [-3.02123, 1.35844, 1.24441], [-3.65932, 1.95858, 0.17287], [-2.92829, 2.61511, -0.81275], [-1.52647, 2.62026, -0.74909], [-0.71380, 3.22473, -1.67004], [-0.91762, 2.90550, -3.03269], [-0.89900, 1.82220, -3.19003], [-0.08251, 3.35971, -3.56330], [-1.85830, 3.31071, -3.41120], [-3.50064, 3.25863, -1.87382], [-4.90299, 3.26496, -1.98345], [-5.30382, 2.25274, -2.09830], [-5.12175, 3.84126, -2.88130], [-5.37173, 3.74962, -1.12144], [-4.73381, 1.90430, 0.11214], [-3.79302, 0.49470, 2.20732], [-3.83236, -0.85799, 1.73722], [-2.58060, -1.37024, 1.47810], [-1.73372, -1.72223, 2.53269], [-0.44618, -2.13453, 2.29235], [0.05073, -2.19910, 0.98335], [-0.82946, -1.89775, -0.06454], [-2.15004, -1.49367, 0.16187], [-3.03100, -1.17175, -1.00138], [-4.03385, -0.94223, -0.65503], [-3.06416, -2.01676, -1.68651], [-2.62930, -0.31828, -1.54583], [-0.43309, -1.93939, -1.35682], [0.85346, -2.20126, -1.71385], [1.11933, -2.19431, -2.89316], [1.81370, -2.47559, -0.64605], [1.42514, -2.50243, 0.65414], [2.37525, -2.79809, 1.77185], [2.50073, -1.91467, 2.39735], [1.98477, -3.60387, 2.39153], [3.35032, -3.08519, 1.39740], [3.23178, -2.67149, -1.10990], [4.11208, -1.53076, -0.66600], [3.70543, -0.21865, -0.88004], [4.50089, 0.83877, -0.47853], [5.71520, 0.59930, 0.14353], [6.13110, -0.70348, 0.35417], [5.33325, -1.76115, -0.04767], [5.67029, -2.77598, 0.11582], [7.07998, -0.89883, 0.83240], [6.33698, 1.42469, 0.45751], [4.17399, 1.85279, -0.65781], [2.76344, -0.02562, -1.37201], [3.63120, -3.62184, -0.74961], [3.21238, -2.70377, -2.20318], [0.19389, -2.38414, 3.12283], [-2.10286, -1.64777, 3.54466], [-3.33987, 0.53099, 3.20672], [-4.84031, 0.79366, 2.27431], [-1.15409, 0.96107, 2.19554]],
  "mulliken_charge": [-0.465, 0.435, 0.092, 0.072, -0.511, 0.552, -0.412, -0.444, -0.884, 0.856, 1.196, -0.545, -0.706, 0.238, 0.294, 0.256, -0.472, -0.933, 0.361, 0.263, 0.338, 0.454, -1.149, -0.568, 0.408, -1.126, -0.561, 0.873, 0.443, 1.126, -1.877, 0.394, 0.525, 0.131, -0.639, 0.332, -0.675, 0.147, 1.564, -2.057, 0.343, 0.451, 0.394, -1.838, 0.372, -0.243, -0.654, -0.468, -0.662, -0.158, 0.391, 0.385, 0.393, 0.489, 0.476, 0.484, 0.404, 0.432, 0.419, 0.306, 0.495, 0.463],
  "e_lumo_ev": 0.16,
  "total_charge": 0,
  "orbital_gap_ev": 8.4,
  "homo_energy_ev": -8.25,
  "e_above_lowest_kj_mol": 0.00,
  "smiles": "COc1cc(COc2ccc3c(C)c(Cc4ccccc4)c(=O)oc3c2C)cc(OC)c1OC"
}


No. 2
{
  "formula": "C28H29BCaN7P",
  "method": "wB97M-V/def2-TZVPD",
  "elements": ["H", "N", "B", "N", "C", "Ca", "H", "C", "H", "C", "H", "C", "H", "H", "H", "N", "N", "N", "N", "C", "C", "H", "H", "C", "C", "C", "C", "H", "H", "H", "H", "H", "N", "P", "C", "C", "C", "C", "C", "C", "C", "C", "C", "C", "C", "C", "C", "C", "C", "C", "C", "C", "H", "H", "H", "H", "H", "H", "H", "H", "H", "H", "H", "H", "H", "H", "H"],
  "positions_angstrom": [[0.80082, 0.51133, 3.13620], [0.25382, -0.91356, 1.68605], [-0.57487, -3.11335, 0.54115], [-0.32625, -2.23492, 1.81038], [-0.50764, -2.49672, 3.10907], [1.11776, -0.00620, -0.55288], [-0.86431, -3.47605, 3.42886], [-0.06407, -1.42051, 3.86280], [-0.03272, -1.32470, 4.93002], [0.37776, -0.46072, 2.98498], [-0.82426, -4.24816, 0.79286], [0.76770, 0.52243, -3.18856], [1.06589, 1.56858, -3.46679], [-0.31726, 0.33312, -2.98265], [1.25975, -0.20790, -3.88349], [0.77118, -3.16365, -0.32539], [-1.72327, -2.41321, -0.25367], [1.39707, -1.96267, -0.82374], [-1.42384, -1.13714, -0.71005], [1.49703, -4.25038, -0.68856], [-2.99426, -2.74891, -0.58175], [1.07574, -5.22918, -0.43049], [-3.43858, -3.69286, -0.27847], [2.59039, -3.81449, -1.46114], [-3.50306, -1.71590, -1.38346], [2.46965, -2.42218, -1.55324], [-2.46506, -0.76120, -1.46637], [3.31004, -4.47786, -1.95439], [-4.45802, -1.67673, -1.85612], [3.14256, -1.75414, -2.13426], [-2.42114, 0.13209, -2.06375], [1.14320, -0.42428, 1.37685], [0.39620, 2.09023, -0.69032], [0.38310, 3.49471, -0.01058], [-0.93825, 3.63579, 1.20812], [-1.40639, 2.48732, 1.86731], [-2.26438, 2.63927, 2.96335], [-2.71850, 3.91725, 3.32062], [-2.30219, 5.04784, 2.61000], [-1.41548, 4.90545, 1.54536], [1.99311, 3.78064, 0.81478], [2.99065, 4.52054, 0.16968], [4.32880, 4.35262, 0.54692], [4.68247, 3.34187, 1.44946], [3.70170, 2.48516, 1.96453], [2.35453, 2.74870, 1.70392], [0.13720, 4.80797, -1.18315], [-0.32741, 4.56946, -2.48296], [-0.44825, 5.66510, -3.34688], [-0.12926, 6.95312, -2.89279], [0.30339, 7.17613, -1.58140], [0.43808, 6.09209, -0.71967], [-1.06939, 1.49475, 1.55080], [-2.55417, 1.76575, 3.55063], [-3.39661, 4.04099, 4.16319], [-2.63481, 6.04820, 2.88379], [-1.07826, 5.78649, 1.00400], [2.73235, 5.18920, -0.65143], [5.08600, 5.00716, 0.12021], [5.72664, 3.19179, 1.72358], [3.97173, 1.61933, 2.57365], [1.57035, 2.09902, 2.10110], [-0.57031, 3.54968, -2.79629], [-0.78307, 5.50678, -4.37359], [-0.20383, 7.80127, -3.57030], [0.55548, 8.16871, -1.20974], [0.77473, 6.23664, 0.31278]],
  "mulliken_charge": [0.442, 0.485, 0.137, -0.057, -0.121, 1.086, 0.454, -1.230, 0.469, -0.271, -0.137, -0.913, 0.235, 0.087, 0.296, -0.007, -0.165, -0.345, 0.305, -0.024, -0.188, 0.410, 0.424, -1.070, -1.161, -0.041, -0.280, 0.346, 0.415, 0.395, 0.480, 0.394, -0.545, 0.843, 0.244, -0.266, -0.660, -0.515, -0.711, -0.493, 0.597, -0.362, -0.654, -0.628, -0.367, -0.430, 0.619, -0.622, -0.573, -0.559, -1.040, -0.583, 0.605, 0.413, 0.358, 0.401, 0.296, 0.295, 0.384, 0.357, 0.394, 0.304, 0.310, 0.413, 0.380, 0.381, 0.561],
  "e_lumo_ev": [-0.38, -1.77],
  "total_charge": 0,
  "orbital_gap_ev": [6.1, 2.4],
  "homo_energy_ev": [-6.52, -4.13],
  "e_above_lowest_kj_mol": 382.74
}


No. 3
{
  "formula": "C28H29BI2N8ORuS2",
  "method": "wB97M-V/def2-TZVPD",
  "elements": ["Ru", "I", "C", "C", "C", "I", "C", "O", "C", "C", "N", "C", "C", "C", "C", "C", "C", "N", "C", "H", "H", "H", "H", "H", "H", "H", "H", "H", "H", "H", "C", "N", "C", "C", "N", "B", "N", "C", "C", "N", "C", "C", "S", "C", "S", "H", "H", "H", "H", "H", "H", "H", "H", "H", "H", "H", "H", "N", "C", "N", "C", "C", "C", "C", "C", "C", "H", "H", "H", "H", "H", "H"],
  "positions_angstrom": [[-0.03576, 0.43935, 0.67889], [-1.06687, -6.28319, 3.66858], [-0.39261, -4.35021, 3.23207], [0.96062, -4.11549, 3.03705], [1.38251, -2.84917, 2.68742], [3.41019, -2.47963, 2.31758], [0.47851, -1.78245, 2.48183], [0.93580, -0.60501, 2.07048], [-0.88955, -2.04612, 2.72706], [-1.90108, -0.95900, 2.47949], [-1.87724, -0.64332, 1.03246], [-2.97993, 0.14096, 0.45774], [-2.47737, 0.73014, -0.83955], [-2.97854, 0.50484, -2.05938], [-2.39460, 1.08717, -3.24548], [-1.76199, 2.25353, -3.33255], [-0.98506, 2.61423, -1.07350], [-1.31370, 1.48585, -0.59123], [-1.30248, -3.31417, 3.09458], [1.67578, -4.91821, 3.15629], [-1.64369, -0.04979, 3.03066], [-2.88903, -1.29588, 2.80245], [-1.79351, -1.50491, 0.51179], [-3.22177, 0.96132, 1.13890], [-3.88532, -0.44858, 0.29928], [-3.79592, -0.19312, -2.18791], [-2.47444, 0.51385, -4.16173], [-1.31002, 2.58888, -4.25279], [-0.46524, 4.38328, -0.11140], [-2.35292, -3.50245, 3.28189], [-2.98931, 3.82422, -1.85397], [-1.64807, 3.25698, -2.23028], [-0.77165, 4.34827, -2.74914], [0.52205, 4.45353, -2.40883], [1.09197, 3.82931, -1.34017], [2.50263, 3.25686, -1.48864], [3.28598, 3.20329, -0.16480], [3.92313, 4.15508, 0.58830], [4.32309, 3.56030, 1.74124], [3.92749, 2.24006, 1.67839], [4.06865, 1.24949, 2.73453], [3.30423, 2.06392, 0.50961], [2.61817, 0.62709, -0.16487], [0.05165, 3.45157, -0.39286], [0.49653, 2.69944, 1.20667], [-3.42508, 4.27488, -2.74174], [-2.84494, 4.59192, -1.09692], [-3.64463, 3.04051, -1.48358], [-1.22796, 4.91980, -3.54063], [1.16159, 5.10499, -2.99375], [3.08968, 3.82501, -2.35553], [2.37964, 2.02462, -1.75671], [4.05288, 5.16759, 0.24868], [4.84946, 3.95909, 2.59069], [4.00333, 1.74523, 3.69971], [5.02554, 0.73493, 2.66422], [3.26215, 0.52308, 2.65248], [1.62807, -3.60338, -1.12401], [1.40353, -2.29327, -0.92135], [0.15003, -2.00893, -0.64892], [-0.51587, -3.24449, -0.72740], [-1.86446, -3.60656, -0.62953], [-2.20299, -4.93855, -0.75899], [-1.24208, -5.92739, -0.99734], [0.08853, -5.59688, -1.13321], [0.42114, -4.25443, -1.00422], [2.51697, -4.02052, -1.34317], [2.20062, -1.57588, -0.98594], [-2.66993, -2.89587, -0.47995], [-3.24386, -5.22475, -0.68663], [-1.55306, -6.95806, -1.09350], [0.84039, -6.34485, -1.34893]],
  "mulliken_charge": [1.048, 0.150, -0.494, -0.309, 0.034, 0.091, 0.597, -0.727, 0.344, -1.044, 0.421, -1.380, 0.291, -0.432, -0.699, -0.440, 0.430, 0.197, -0.728, 0.418, 0.369, 0.498, -0.541, 0.347, 0.446, 0.561, 0.501, 0.541, 0.283, 0.449, -0.698, 0.754, -0.975, -0.424, -0.053, 0.087, 0.186, -0.452, -0.477, 0.271, -0.480, -0.097, -0.227, -0.186, -0.392, 0.382, 0.338, 0.319, 0.585, 0.538, -0.106, -0.037, 0.485, 0.512, 0.346, 0.318, -0.116, 0.161, -0.984, 0.205, 1.066, -0.482, -0.944, -0.634, -1.100, 0.495, 0.253, 0.598, 0.407, 0.449, 0.443, 0.446],
  "s2": 6.021,
  "e_lumo_ev": [-6.49, -7.63],
  "total_charge": 2,
  "orbital_gap_ev": [6.0, 4.9],
  "homo_energy_ev": [-12.53, -12.54],
  "multiplicity": 5,
  "e_above_lowest_kj_mol": 68.04
}